[1]
DFT (the ωB97M-V functional and the def2-TZVPD basis) results for C34H44N2O2PtSe2 as an isolated structure.

strongest force on any atom = 0.46 eV Å⁻¹
LUMO (alpha / beta) = -1.61 / -1.60 eV
energy above the lowest of the compared OMol25 structures with the same formula, charge and spin = 0.201 eV

Cartesian coordinates (Å):
Pt (-1.31, -2.45, -1.69)
Se (-1.14, -2.21, 0.78)
Se (-4.38, -3.26, -0.64)
O (0.64, -2.48, -1.69)
O (-1.18, -0.25, -1.76)
N (-3.35, -2.46, -1.87)
N (-5.85, -2.56, -1.29)
C (-4.12, -1.70, -2.64)
C (-3.68, -0.90, -3.73)
C (2.86, -1.82, 1.78)
C (-1.64, 2.38, 0.67)
C (-0.91, 3.46, 3.42)
C (-1.47, -0.33, 0.63)
C (-5.53, -1.77, -2.31)
C (-1.21, 4.12, -1.51)
C (2.90, -1.57, 4.30)
C (3.73, -1.59, 3.01)
C (4.77, -2.71, 3.13)
C (2.84, -2.18, -3.28)
C (-6.01, -0.27, -4.10)
C (-2.22, 2.32, -2.86)
C (-1.41, 1.78, -0.54)
C (-1.35, 0.35, -0.61)
C (3.61, -2.03, -1.97)
C (-2.19, 1.56, 4.39)
C (-3.37, 3.28, 3.04)
C (-1.16, 2.62, -1.80)
C (-1.81, 1.70, 1.89)
C (3.45, -1.87, 0.51)
C (-1.71, 0.33, 1.84)
C (4.35, -0.68, -2.04)
C (-4.61, -0.21, -4.43)
C (1.49, -1.97, 1.83)
C (-2.07, 2.48, 3.17)
C (-6.47, -1.02, -3.08)
C (1.36, -2.24, -0.60)
C (4.64, -3.17, -1.91)
C (0.24, 2.30, -2.36)
C (0.77, -2.17, 0.66)
C (2.77, -2.06, -0.68)
C (4.45, -0.24, 2.88)
H (3.73, 0.57, 2.79)
H (-3.32, 3.98, 2.20)
H (5.00, -0.52, -1.18)
H (-0.46, 4.42, -0.77)
H (-4.30, 0.41, -5.26)
H (2.10, -1.40, -3.41)
H (4.96, -0.64, -2.94)
H (-1.00, 4.66, -2.43)
H (-3.22, 2.50, -2.47)
H (-2.16, 1.29, -3.18)
H (2.16, -0.76, 4.28)
H (0.04, 2.91, 3.51)
H (-3.02, 0.87, 4.28)
H (5.39, -2.56, 4.01)
H (-2.19, 4.44, -1.15)
H (-1.27, 0.99, 4.54)
H (3.56, -2.11, -4.10)
H (5.07, -0.05, 3.77)
H (0.34, 1.25, -2.60)
H (-2.62, -0.85, -3.96)
H (4.28, -3.68, 3.22)
H (-7.52, -1.07, -2.82)
H (-2.36, 2.16, 5.28)
H (-1.80, -0.27, 2.74)
H (2.33, -3.14, -3.35)
H (3.63, 0.14, -2.07)
H (3.55, -1.40, 5.15)
H (-0.80, 4.17, 2.61)
H (-6.70, 0.32, -4.69)
H (0.41, 2.89, -3.27)
H (0.95, -1.92, 2.77)
H (-1.68, 3.46, 0.70)
H (-3.57, 3.85, 3.95)
H (5.30, -3.07, -1.04)
H (2.38, -2.51, 4.45)
H (5.10, -0.22, 2.01)
H (4.14, -4.13, -1.85)
H (-4.21, 2.61, 2.86)
H (-1.07, 4.02, 4.35)
H (4.52, -1.73, 0.45)
H (5.42, -2.75, 2.26)
H (5.26, -3.16, -2.81)
H (1.01, 2.57, -1.63)
H (-2.08, 2.97, -3.73)

Mulliken charges, unit e, in atom order: 0.801, -0.303, 0.335, -1.158, -1.068, -0.398, -0.783, 1.333, -0.600, -0.846, 0.184, -1.594, -0.513, 0.662, -2.473, -2.166, 1.885, -1.664, -2.010, -0.537, -1.557, -0.879, 1.470, 2.073, -2.061, -1.644, 2.580, -0.715, 0.118, -0.160, -1.559, -0.490, -0.187, 1.902, -0.700, 2.059, -1.664, -1.869, -0.314, -0.453, -1.594, 0.330, 0.291, 0.290, 0.432, 0.404, 0.219, 0.477, 0.460, 0.373, 0.031, 0.355, 0.322, 0.378, 0.470, 0.418, 0.303, 0.539, 0.465, 0.321, 0.265, 0.348, 0.448, 0.437, 0.570, 0.358, 0.270, 0.435, 0.306, 0.391, 0.475, 0.467, 0.356, 0.470, 0.265, 0.382, 0.316, 0.358, 0.344, 0.469, 0.300, 0.298, 0.458, 0.397, 0.496


[2]
DFT (the ωB97M-V functional and the def2-TZVPD basis) results for C34H44N3O2P2PdSi2 as an isolated structure.

strongest force on any atom = 0.70 eV Å⁻¹
LUMO (alpha / beta) = -2.37 / -4.67 eV
net charge = +1
energy above the lowest of the compared OMol25 structures with the same formula, charge and spin = 0.000 eV
spin multiplicity = 5
⟨S²⟩ = 6.02

Cartesian coordinates (Å):
Pd (-1.47, 1.12, -0.59)
P (-0.65, -1.74, 0.53)
P (1.54, 0.84, 0.18)
Si (-3.64, -1.35, 0.01)
Si (1.07, 3.24, -1.51)
O (-3.11, 4.71, -1.73)
O (-2.27, 2.64, -1.73)
N (-2.04, 2.00, 1.33)
N (0.55, 1.94, -0.41)
N (-1.99, -0.92, 0.39)
C (-3.01, 3.60, -1.24)
C (2.97, -0.97, -3.13)
C (2.39, 2.64, 2.08)
C (0.33, 4.83, -0.88)
C (1.43, -4.10, -2.06)
C (3.03, 3.01, 3.26)
C (4.86, -0.69, -1.67)
C (-4.15, -0.55, -1.61)
C (2.42, 1.31, 1.67)
C (0.55, 2.87, -3.26)
C (-2.81, 3.27, 1.25)
C (-0.83, -5.01, 2.91)
C (0.57, -0.51, 0.69)
C (4.33, -1.13, -2.87)
C (3.06, 0.35, 2.45)
C (-0.73, -2.36, -2.16)
C (2.70, 0.08, -0.98)
C (-0.91, -4.17, 1.81)
C (-3.85, -3.20, -0.10)
C (-0.47, -2.85, 1.92)
C (3.68, 2.06, 4.02)
C (0.97, -3.52, -0.89)
C (-0.12, -2.64, -0.94)
C (0.15, -3.24, 4.21)
C (-4.71, -0.69, 1.40)
C (2.95, 3.33, -1.48)
C (3.69, 0.73, 3.62)
C (4.05, -0.08, -0.72)
C (-0.26, -2.95, -3.32)
C (-3.76, 3.29, 0.06)
C (0.06, -2.39, 3.12)
C (0.82, -3.82, -3.27)
C (-0.30, -4.55, 4.10)
C (2.16, -0.36, -2.19)
H (-0.73, 4.90, -1.16)
H (1.18, -4.29, -4.18)
H (1.10, -0.22, -2.40)
H (2.27, -4.78, -2.02)
H (0.73, 3.76, -3.88)
H (0.84, 5.69, -1.31)
H (4.97, -1.60, -3.60)
H (-3.58, 0.34, -1.90)
H (-3.36, 3.43, 2.18)
H (-1.17, 2.13, 1.83)
H (-2.57, 1.27, 1.79)
H (0.41, -1.36, 3.20)
H (-3.15, -3.67, -0.80)
H (3.41, 3.17, -0.50)
H (4.18, 2.35, 4.94)
H (-4.81, 0.40, 1.37)
H (1.45, -3.74, 0.06)
H (1.87, 3.38, 1.48)
H (0.57, -2.88, 5.14)
H (-1.56, -1.67, -2.20)
H (4.20, -0.02, 4.23)
H (-1.31, -4.54, 0.88)
H (-3.74, -3.68, 0.88)
H (-4.86, -3.43, -0.46)
H (3.39, 2.62, -2.18)
H (4.48, 0.29, 0.20)
H (-2.09, 4.09, 1.15)
H (-5.19, -0.24, -1.55)
H (-0.23, -5.21, 4.96)
H (3.07, -0.69, 2.14)
H (-0.52, 2.65, -3.31)
H (1.13, 2.05, -3.69)
H (-1.17, -6.04, 2.83)
H (-0.74, -2.74, -4.27)
H (-4.29, -0.98, 2.37)
H (-5.72, -1.10, 1.34)
H (-4.27, 2.32, -0.02)
H (3.24, 4.34, -1.80)
H (5.92, -0.80, -1.47)
H (0.41, 4.91, 0.20)
H (-4.51, 4.06, 0.20)
H (-4.07, -1.26, -2.44)
H (3.02, 4.05, 3.57)
H (2.55, -1.31, -4.07)

Mulliken charges, unit e, in atom order: 0.349, 1.822, 1.948, 0.264, 0.454, -0.657, -0.462, -0.387, 0.458, 0.557, 0.286, -1.297, -0.355, -1.068, -0.822, -0.669, -0.740, -1.130, 0.386, -1.047, -0.559, -0.870, -1.755, -0.789, -0.670, -0.335, 0.905, -0.266, -1.166, 0.236, -0.637, -0.614, 0.752, -0.764, -1.175, -1.076, -0.868, -0.801, -0.777, -0.283, -0.512, -0.654, -0.538, -0.677, 0.246, 0.461, 0.810, 0.481, 0.407, 0.467, 0.437, 0.351, 0.401, 0.181, 0.195, 0.385, 0.293, 0.365, 0.422, 0.280, 0.493, 0.286, 0.456, 0.271, 0.463, 0.523, 0.331, 0.482, 0.242, 0.452, 0.322, 0.373, 0.419, 0.582, 0.238, 0.191, 0.434, 0.470, 0.338, 0.393, -0.068, 0.480, 0.461, 0.287, 0.507, 0.359, 0.479, 0.559


[3]
DFT (the ωB97M-V functional and the def2-TZVPD basis) results for C34H44N4O3Zr as an isolated structure in a non-equilibrium geometry.

strongest force on any atom = 2.15 eV Å⁻¹
LUMO = -6.74 eV
net charge = +2
energy above the lowest of the compared OMol25 structures with the same formula, charge and spin = 0.466 eV

Cartesian coordinates (Å):
Zr (-0.32, -0.26, 0.38)
O (-1.99, 0.53, 3.94)
O (1.71, -0.10, 0.21)
O (-2.18, -3.22, -1.85)
N (-1.81, -1.60, 1.23)
N (-0.35, -0.01, 2.40)
N (-1.20, -1.25, -1.14)
N (3.86, 0.53, -0.04)
C (-3.26, -2.13, 3.04)
C (-4.40, -0.59, -2.51)
C (-1.52, -0.17, 3.08)
C (-0.42, 2.28, -0.70)
C (1.54, 1.16, 3.44)
C (1.99, 3.44, 2.76)
C (-3.40, -3.33, 0.95)
C (0.94, 3.41, 1.87)
C (-2.38, -2.52, 0.46)
C (0.15, 2.27, 1.75)
C (-1.98, 3.41, 0.97)
C (-1.00, 2.25, 0.74)
C (-3.21, 0.36, -2.35)
C (-3.83, -3.13, 2.26)
C (2.28, -1.24, 3.29)
C (2.95, -0.37, 0.16)
C (0.88, -0.51, 5.25)
C (-1.87, 0.14, -4.49)
C (0.44, 1.15, 2.56)
C (-2.23, -1.38, 2.49)
C (-2.00, -0.12, -3.13)
C (0.28, -0.92, -4.53)
C (3.51, 1.93, -0.16)
C (-3.62, 1.77, -2.80)
C (2.29, 2.32, 3.53)
C (-0.98, -0.83, -2.49)
C (1.93, -0.07, 4.23)
C (5.27, 0.21, -0.17)
C (1.31, -3.43, -2.89)
C (2.64, -1.28, -2.76)
C (0.18, -1.21, -3.17)
C (-1.90, -2.42, -0.99)
C (1.30, -1.96, -2.46)
C (-0.74, -0.26, -5.18)
H (-2.86, 3.29, 0.34)
H (0.08, -1.07, 4.78)
H (2.60, -0.22, -2.50)
H (2.58, 4.34, 2.86)
H (0.08, 3.23, -0.87)
H (3.13, 2.36, 4.22)
H (-4.81, -0.52, -3.51)
H (-3.85, -4.08, 0.32)
H (2.84, 0.19, 4.78)
H (5.42, -0.86, -0.21)
H (-1.22, 2.19, -1.44)
H (1.15, -1.22, -5.08)
H (-4.33, 2.20, -2.09)
H (3.15, -0.99, 2.68)
H (-4.10, 1.74, -3.77)
H (2.88, -1.36, -3.82)
H (-2.93, 0.39, -1.27)
H (-4.62, -3.74, 2.67)
H (1.44, -1.52, 2.64)
H (0.72, 4.28, 1.26)
H (5.82, 0.62, 0.68)
H (2.95, 2.11, -1.09)
H (4.42, 2.52, -0.19)
H (0.46, 0.35, 5.77)
H (0.33, 1.46, -0.86)
H (2.10, -3.97, -2.39)
H (-5.18, -0.33, -1.80)
H (1.11, -1.93, -1.36)
H (3.45, -1.75, -2.21)
H (-1.53, 4.37, 0.74)
H (-4.10, -1.63, -2.35)
H (-1.61, 1.30, 0.86)
H (-2.30, 3.43, 2.01)
H (5.66, 0.65, -1.08)
H (0.35, -3.90, -2.66)
H (-0.67, -0.07, -6.24)
H (-2.66, 0.64, -5.02)
H (2.90, 2.24, 0.69)
H (1.46, -3.51, -3.97)
H (3.29, -1.41, 0.27)
H (1.36, -1.16, 5.98)
H (-3.60, -1.91, 4.04)
H (2.53, -2.11, 3.90)
H (-2.75, 2.44, -2.88)

Mulliken charges, unit e, in atom order: 0.239, -0.536, -0.324, -0.560, -0.008, 1.478, 2.414, 0.433, -1.006, -1.606, -0.300, -0.718, 0.499, -1.409, -0.937, -0.315, 0.361, 0.984, -1.646, 0.351, 1.452, -0.382, -0.994, -0.849, -1.593, -0.883, -0.292, 0.108, 0.298, -0.659, -0.801, -1.708, -0.975, -0.191, 0.162, -0.982, -1.662, -1.660, 0.843, -0.413, 1.402, -1.653, 0.409, 0.279, 0.275, 0.447, 0.774, 0.513, 0.412, 0.589, 0.770, 0.379, -0.468, 0.459, 0.398, 0.181, 0.483, 0.529, -0.470, 0.500, -0.087, 0.432, 0.394, 0.251, 0.498, 0.383, 0.220, 0.458, 0.412, -0.460, 0.436, 0.372, 0.296, 0.629, 0.439, 0.407, 0.378, 0.431, 0.445, 0.211, 0.341, 0.679, 0.502, 0.586, 0.565, 0.358


[4]
DFT (the ωB97M-V functional and the def2-TZVPD basis) results for C34H44N7PtS2 as an isolated structure.

strongest force on any atom = 0.49 eV Å⁻¹
LUMO (alpha / beta) = -7.99 / -11.78 eV
net charge = +3
energy above the lowest of the compared OMol25 structures with the same formula, charge and spin = 0.000 eV
spin multiplicity = 5
⟨S²⟩ = 6.06

Cartesian coordinates (Å):
Pt (-0.02, 0.40, -0.28)
S (-3.76, -5.71, -0.57)
S (-0.39, 2.19, -4.57)
N (-0.58, 1.13, -2.25)
N (-0.96, 2.02, 0.61)
N (-1.36, -1.88, -0.20)
N (2.03, 0.15, -0.07)
N (-1.47, 3.80, 2.00)
N (-0.31, 1.99, 2.86)
N (-1.50, -8.27, -3.44)
C (4.17, -0.82, -0.92)
C (0.26, 1.47, -3.18)
C (-2.86, -6.68, -1.66)
C (1.98, -1.47, -1.88)
C (-0.85, -7.66, -2.45)
C (2.70, -1.08, -0.58)
C (-3.57, -7.37, -2.67)
C (0.40, 2.77, 3.88)
C (2.65, 1.08, 0.72)
C (-0.16, 0.55, 2.97)
C (5.16, 1.34, 3.58)
C (-3.20, 2.44, -4.42)
C (-1.46, -6.83, -1.54)
C (3.87, 3.05, 2.24)
C (-2.22, -3.88, 0.80)
C (4.18, 1.71, 2.50)
C (-1.89, 1.45, -2.62)
C (-1.79, 4.65, 0.86)
C (2.94, 3.43, 1.27)
C (-2.82, -8.13, -3.55)
C (-1.91, -2.24, -1.36)
C (2.56, -2.22, 0.44)
C (-2.21, 4.13, 3.23)
C (-1.97, 2.05, -3.88)
C (2.31, 2.44, 0.54)
C (-4.33, 2.22, -3.68)
C (-2.63, -3.41, -1.53)
C (-3.05, 1.22, -1.87)
C (-0.92, 2.58, 1.81)
C (-4.26, 1.62, -2.41)
C (-2.78, -4.24, -0.42)
C (-1.51, -2.69, 0.85)
C (3.59, 0.73, 1.72)
C (2.67, 4.89, 1.01)
H (4.36, 3.82, 2.82)
H (5.32, 2.17, 4.26)
H (-1.06, -2.37, 1.78)
H (4.26, -0.03, -1.67)
H (4.61, -1.73, -1.32)
H (3.80, -0.31, 1.92)
H (-2.67, 4.29, 0.30)
H (-2.06, 3.36, 3.98)
H (-5.30, 2.51, -4.07)
H (-1.88, 5.09, 3.62)
H (2.71, -3.18, -0.06)
H (-5.17, 1.46, -1.85)
H (0.89, -1.45, -1.76)
H (6.12, 1.06, 3.15)
H (-3.00, 0.74, -0.91)
H (-1.05, 0.08, 3.38)
H (-3.08, -3.64, -2.48)
H (-3.26, 2.91, -5.40)
H (2.61, 5.45, 1.93)
H (2.26, -2.48, -2.17)
H (0.22, -7.84, -2.40)
H (-1.50, 2.55, -0.05)
H (0.07, 0.08, 2.00)
H (-0.94, 4.72, 0.18)
H (1.75, 5.03, 0.44)
H (0.05, 2.52, 4.88)
H (1.47, 2.53, 3.81)
H (-3.27, 4.19, 3.00)
H (3.48, 5.32, 0.42)
H (3.30, -2.15, 1.24)
H (-2.01, 5.64, 1.22)
H (-2.33, -4.49, 1.68)
H (1.33, 1.31, -3.08)
H (0.68, 0.34, 3.63)
H (-4.65, -7.30, -2.76)
H (-3.30, -8.66, -4.36)
H (1.60, 2.70, -0.23)
H (0.27, 3.83, 3.70)
H (4.75, -0.52, -0.05)
H (4.80, 0.48, 4.15)
H (2.25, -0.80, -2.69)
H (-1.77, -1.57, -2.20)
H (1.56, -2.22, 0.89)
H (-0.91, -6.36, -0.74)

Mulliken charges, unit e, in atom order: 2.325, 0.102, -0.181, 0.180, -0.217, 0.205, -0.351, 0.111, 0.305, -0.399, -1.717, -0.334, 0.641, -1.393, -0.406, 1.080, -0.304, -1.211, 0.367, -0.552, -1.845, -0.535, -0.289, -0.580, -0.602, 0.293, -0.348, -1.215, 0.384, -0.353, -0.409, -1.445, -1.183, 0.530, -0.037, -0.638, -0.773, 0.040, 0.634, -1.107, 0.206, -0.423, 0.014, -1.901, 0.446, 0.424, 0.411, 0.390, 0.483, 0.423, 0.434, 0.376, 0.454, 0.379, 0.507, 0.471, 0.122, 0.368, 0.490, 0.307, 0.485, 0.454, 0.424, 0.504, 0.386, -0.019, -0.286, 0.351, 0.252, 0.389, 0.310, 0.406, 0.419, 0.372, 0.337, 0.480, 0.318, 0.421, 0.424, 0.398, 0.461, 0.400, 0.407, 0.398, 0.223, 0.480, 0.170, 0.482


[5]
DFT (the ωB97M-V functional and the def2-TZVPD basis) results for C34H45N7Tl as an isolated structure in a non-equilibrium geometry.

strongest force on any atom = 5.38 eV Å⁻¹
LUMO = 1.48 eV
net charge = -1
energy above the lowest of the compared OMol25 structures with the same formula, charge and spin = 2.653 eV

Cartesian coordinates (Å):
Tl (0.14, -0.21, 0.37)
N (-4.49, 0.49, 2.41)
N (0.77, -2.47, -1.51)
N (0.47, -1.18, -3.31)
N (-3.45, -1.51, 3.39)
N (1.32, -2.43, 3.05)
N (-2.30, -0.33, 1.56)
N (-4.37, -1.60, 1.11)
C (1.22, -3.03, 1.78)
C (2.91, 1.06, 1.84)
C (2.93, -0.31, -4.47)
C (2.16, 2.51, 0.23)
C (0.51, 0.11, -3.84)
C (1.65, 0.47, -4.55)
C (-0.33, -4.06, 3.72)
C (4.10, 0.93, -0.46)
C (-0.71, -4.42, 2.40)
C (2.55, -2.98, 1.01)
C (1.96, 3.19, -1.08)
C (1.53, 1.66, -5.28)
C (0.18, 3.60, -6.05)
C (0.01, -3.86, 1.36)
C (0.38, 3.79, 1.60)
C (1.25, -2.30, -3.78)
C (-3.05, -1.20, 0.59)
C (0.69, -3.12, 4.00)
C (3.56, -0.09, 2.52)
C (-0.59, 0.92, -3.55)
C (-3.15, 0.86, 1.89)
C (1.42, 2.76, 1.42)
C (3.10, 1.48, 0.49)
C (0.37, 2.43, -5.16)
C (-0.66, 2.11, -4.27)
C (1.35, 1.71, 3.79)
C (-2.15, -1.11, 2.83)
C (1.47, -2.97, -2.52)
C (-4.17, -2.34, 2.39)
C (-5.17, -0.39, 1.42)
C (-1.70, 0.52, -2.61)
C (1.87, 1.85, 2.41)
C (0.39, -1.34, -1.92)
C (-4.28, -0.31, 3.64)
H (-0.79, -4.50, 4.57)
H (1.05, -2.86, 5.01)
H (1.14, 3.96, -6.40)
H (-3.27, 1.47, 0.98)
H (0.31, 2.05, 3.86)
H (-1.50, -5.15, 2.21)
H (1.94, 2.33, 4.49)
H (2.89, -0.96, 2.59)
H (1.58, -2.53, -4.81)
H (-3.78, 0.32, 4.39)
H (3.37, -0.35, -3.46)
H (-3.18, -0.64, -0.35)
H (1.40, 0.68, 4.15)
H (2.34, 1.93, -5.93)
H (2.26, 2.54, -1.92)
H (-0.22, 3.93, 0.69)
H (4.47, -0.39, 1.99)
H (-5.26, -0.65, 4.01)
H (3.71, 0.92, -1.49)
H (4.40, -0.09, -0.19)
H (-0.36, 4.39, -5.53)
H (3.83, 0.18, 3.55)
H (-5.33, 0.18, 0.49)
H (0.91, 3.46, -1.23)
H (-0.30, 3.52, 2.42)
H (-3.60, -3.26, 2.19)
H (2.56, 4.11, -1.14)
H (-5.17, -2.57, 2.80)
H (-2.67, 0.70, -3.12)
H (-6.13, -0.72, 1.84)
H (2.99, -1.68, 0.84)
H (-1.65, -0.54, -2.31)
H (-2.45, -2.10, 0.40)
H (-0.11, -4.10, 0.27)
H (3.65, 0.21, -5.11)
H (-1.62, -0.48, 3.56)
H (0.83, 4.76, 1.86)
H (-2.64, 1.44, 2.67)
H (-1.55, 2.71, -4.15)
H (-1.70, 1.14, -1.69)
H (2.88, -1.33, -4.87)
H (-1.56, -2.01, 2.61)
H (2.03, -3.78, -2.20)
H (5.01, 1.56, -0.48)
H (-0.42, 3.31, -6.93)

Mulliken charges, unit e, in atom order: 0.807, 0.010, 0.116, 0.298, 0.092, -0.132, 0.005, 0.100, 0.339, 0.794, -1.407, 0.571, 0.727, 0.866, -0.347, -1.135, -0.327, -1.010, -1.177, -1.350, -1.551, -0.044, -1.458, -1.026, -0.480, -0.530, -1.709, 1.078, -0.674, 0.411, 0.522, 1.090, -0.984, -1.645, 0.351, -0.865, -0.675, -0.615, -1.472, 0.460, -1.388, -0.701, 0.368, 0.369, 0.375, 0.220, 0.360, 0.522, 0.263, 0.131, 0.749, 0.353, 0.053, 0.116, 0.239, 0.353, 0.122, 0.275, 0.430, 0.360, -0.155, 0.418, 0.375, 0.478, 0.313, 0.227, 0.324, 0.225, 0.270, 0.383, 0.505, 0.351, 0.332, 0.304, 0.196, 0.297, 0.406, 0.379, 0.252, 0.305, 0.405, 0.136, 0.392, -0.813, 0.517, 0.306, 0.276


- Look up the strongest force on any atom of the fifth one.
  5.38 eV Å⁻¹


- The lowest strongest force on any atom belongs to which entry?
  C34H44N2O2PtSe2